No. 1
Density functional theory data (ωB97M-V/def2-TZVPD) for a structure of composition C18H42CuN7O9 in a non-equilibrium geometry.

Its relative energy (zero: lowest compared OMol25 entry of this formula, charge and spin) is 197.4 kcal/mol. The calculation puts the calculated total energy at -3411.43824 Eh. Its HOMO energy (alpha / beta) is -11.0 / -11.0 eV. Its HOMO-LUMO gap (alpha / beta) is 5.22 / 4.83 eV. The value obtained for the molecular weight is 564.12 g mol⁻¹. As for the LUMO energy (alpha / beta): -5.773 / -6.167 eV.

```
! RIJCOSX wB97M-V def2-TZVPD def2/J DEFGRID3
* xyz 1 2
Cu -0.0330 -0.2717 -0.0511
N -3.7913 -4.7701 -1.0431
O -3.8098 -4.8601 -2.2651
O -2.9816 -4.0989 -0.3934
O -4.4647 -5.5297 -0.4241
C 3.9841 4.9780 -1.9146
C 4.2923 3.9547 -0.8089
O 3.5003 3.0494 -0.5717
N 5.4847 4.1759 -0.1470
C 5.9923 3.1558 0.8634
H 3.7409 5.8976 -1.3825
H 3.1198 4.6899 -2.5131
H 4.8334 5.2863 -2.5243
H 5.9610 4.9999 -0.4851
H 6.2242 3.6338 1.8152
H 6.8598 2.5664 0.5664
H 5.1039 2.5810 1.1249
C -0.7575 6.5965 3.1267
C -1.5093 6.0906 1.9931
O -1.6205 4.8806 1.6137
N -1.9788 7.0848 1.2574
C -2.6621 6.9965 -0.0180
H -0.8002 7.6536 3.3890
H 0.2329 6.2610 2.8189
H -1.0367 6.0462 4.0251
H -2.2117 7.8652 1.8547
H -3.7387 7.1283 0.0906
H -2.4825 6.0967 -0.6064
H -2.2703 7.8398 -0.5867
C -5.3599 0.4343 -4.0434
C -5.2465 0.5441 -2.5461
O -4.1477 0.7596 -2.0276
N -6.2891 0.2207 -1.8068
C -6.4260 0.3552 -0.3759
H -5.5356 -0.6274 -4.2165
H -4.4948 0.8225 -4.5810
H -6.1583 1.1362 -4.2843
H -6.9931 -0.2404 -2.3652
H -5.5661 0.9031 0.0096
H -6.5778 -0.5844 0.1553
H -7.1124 1.0854 0.0528
C 5.7102 -4.5813 0.3210
C 4.7972 -4.1067 1.4264
O 4.0023 -3.2001 1.2168
N 4.8656 -4.7366 2.5817
C 4.2955 -4.3159 3.8893
H 6.1359 -5.5659 0.5142
H 6.3238 -3.8025 -0.1319
H 5.0959 -4.8618 -0.5347
H 5.6520 -5.3676 2.5220
H 3.6590 -5.0258 4.4175
H 3.8524 -3.3236 3.9738
H 5.1293 -4.2015 4.5819
C -1.3545 -0.9464 7.6859
C -1.8338 -1.7874 6.5233
O -1.5116 -1.5681 5.3227
N -2.4318 -2.8912 6.8840
C -3.0757 -3.8884 6.0753
H -1.2962 -1.5375 8.5998
H -1.9305 -0.0692 7.9804
H -0.3044 -0.6570 7.6434
H -2.5170 -3.0402 7.8793
H -3.7584 -3.5637 5.2901
H -3.7252 -4.5129 6.6888
H -2.2685 -4.4253 5.5770
C 2.3060 -1.6903 -7.2158
C 1.1054 -2.3189 -6.4697
O 0.8378 -2.0886 -5.2679
N 0.3751 -3.2416 -7.0636
C 0.3469 -3.6816 -8.4632
H 2.6279 -0.7692 -6.7299
H 1.9213 -1.4565 -8.2085
H 3.0072 -2.5107 -7.3682
H -0.3744 -3.6291 -6.5084
H 1.3615 -4.0486 -8.6176
H 0.0210 -2.8613 -9.1026
H -0.3207 -4.5138 -8.6870
*
```

No. 2
Density functional theory data (ωB97M-V/def2-TZVPD) for a cluster of 6 separate species, C18H42F7IO15S5Si in total.

As for the SMILES: FC(F)(F)C(F)(F)C(F)(F)[SiH2]I.CCOS(C)(=O)=O.CCOS(C)(=O)=O.CCOS(C)(=O)=O.CCOS(C)(=O)=O.CCOS(C)(=O)=O. Its relative energy (zero: lowest compared OMol25 entry of this formula, charge and spin) is 2.9 kcal/mol. The calculation puts the calculated total energy at -5116.81837 Eh. Its HOMO energy is -9.7 eV. Its HOMO-LUMO gap is 10.24 eV. The value obtained for the molecular weight is 946.83 g mol⁻¹. As for the LUMO energy: 0.495 eV.

```
! RIJCOSX wB97M-V def2-TZVPD def2/J DEFGRID3
* xyz 0 1
F 1.7706 1.7829 -7.0523
C 2.9958 1.3080 -6.8235
F 2.9375 -0.0347 -6.7613
F 3.7930 1.6569 -7.8477
C 3.5972 1.8859 -5.5137
F 4.0668 3.1175 -5.7761
F 4.6534 1.0964 -5.1838
C 2.6664 1.8897 -4.2889
F 3.2877 2.7229 -3.4005
F 1.4899 2.4743 -4.5911
Si 2.4253 0.1500 -3.4060
I 3.7915 0.0810 -1.3828
H 0.9987 0.0426 -3.0826
H 2.8300 -0.9011 -4.3439
O 4.2176 2.4772 2.1263
S 3.4873 3.6885 2.3502
O 2.0731 3.7354 2.1149
O 4.1890 4.8621 1.5422
C 4.4116 4.6593 0.1271
C 3.1457 4.7825 -0.6967
C 3.8124 4.2878 3.9695
H 4.8960 3.6937 -0.0277
H 5.1218 5.4337 -0.1541
H 2.4428 3.9822 -0.4708
H 3.3896 4.7294 -1.7574
H 2.6479 5.7308 -0.4932
H 4.8845 4.2777 4.1431
H 3.3059 3.6192 4.6616
H 3.4035 5.2913 4.0575
O 0.0581 -2.7067 -2.6581
S -0.1363 -4.0360 -2.1612
O 0.9271 -4.7037 -1.4776
O -0.6498 -4.9513 -3.3578
C 0.1301 -4.9755 -4.5686
C 1.4029 -5.7886 -4.4359
C -1.5894 -4.0947 -1.1768
H 0.3397 -3.9521 -4.8853
H -0.5263 -5.4225 -5.3123
H 2.0985 -5.3303 -3.7350
H 1.8953 -5.8654 -5.4058
H 1.1788 -6.7911 -4.0725
H -2.3986 -3.6082 -1.7132
H -1.3643 -3.5599 -0.2557
H -1.8282 -5.1343 -0.9679
O -3.3881 -6.9958 -1.7528
S -4.1905 -8.1498 -2.0233
O -4.4567 -8.5333 -3.3738
O -5.5627 -8.0091 -1.2311
C -6.3332 -6.8039 -1.4289
C -7.0494 -6.7734 -2.7643
C -3.5609 -9.5359 -1.1420
H -5.6845 -5.9358 -1.3014
H -7.0538 -6.7992 -0.6141
H -6.3464 -6.7234 -3.5938
H -7.6989 -5.8994 -2.8141
H -7.6534 -7.6708 -2.8950
H -3.3837 -9.2479 -0.1100
H -2.6291 -9.8186 -1.6259
H -4.2811 -10.3463 -1.2082
O -1.7245 -0.1725 0.7683
S -0.7267 -0.3757 1.7761
O 0.1078 -1.5366 1.7335
O -1.4334 -0.3000 3.2043
C -2.5644 -1.1610 3.4383
C -2.1694 -2.6077 3.6638
C 0.2761 1.0608 1.9329
H -3.2713 -1.0619 2.6125
H -3.0410 -0.7585 4.3297
H -1.7376 -3.0485 2.7670
H -3.0471 -3.1911 3.9438
H -1.4272 -2.6820 4.4578
H -0.3636 1.9357 1.9931
H 0.9115 1.1191 1.0528
H 0.8900 0.9641 2.8233
O -0.7107 6.0583 6.0627
S -0.0259 6.7652 5.0251
O 1.3744 6.5536 4.8222
O -0.3047 8.3215 5.1970
C -0.0266 8.9180 6.4822
C 1.4552 9.1128 6.7351
C -0.8597 6.5482 3.4922
H -0.4927 8.3194 7.2663
H -0.5338 9.8799 6.4563
H 1.9746 8.1598 6.8189
H 1.6012 9.6637 7.6642
H 1.9130 9.6698 5.9181
H -1.9199 6.7318 3.6388
H -0.6854 5.5195 3.1836
H -0.4356 7.2345 2.7649
*
```

No. 3
Density functional theory data (ωB97M-V/def2-TZVPD) for a cluster of 4 separate species, C18H42N4O7SSi in total in a non-equilibrium geometry.

As for the SMILES: C[Si](C)(C)OCC[C@@H]1CC[C@H](N)OS1(=O)=O.CNC(C)=O.CNC(C)=O.CNC(C)=O. Its relative energy (zero: lowest compared OMol25 entry of this formula, charge and spin) is 0.0 kcal/mol. The calculation puts the calculated total energy at -2144.54080 Eh. Its HOMO energy is -9.4 eV. Its HOMO-LUMO gap is 9.68 eV. The value obtained for the molecular weight is 486.71 g mol⁻¹. As for the LUMO energy: 0.284 eV.

```
! RIJCOSX wB97M-V def2-TZVPD def2/J DEFGRID3
* xyz 0 1
C -1.5646 4.1735 -2.4314
Si -2.2079 2.5565 -1.7073
C -4.0729 2.5734 -1.7219
C -1.6612 2.4715 0.0980
O -1.7725 1.2274 -2.6198
C -0.4310 1.1319 -3.0683
C 0.2376 -0.1879 -2.6768
C -0.0421 -0.5879 -1.2312
C 1.0461 -0.2203 -0.2306
C 0.6403 -0.6161 1.2141
C -0.5919 -1.4959 1.2490
N -0.8227 -1.9680 2.6033
O -0.4805 -2.6519 0.4022
S -0.2375 -2.3679 -1.1483
O 1.0073 -2.9762 -1.5011
O -1.3976 -2.7492 -1.8872
H -1.2682 4.0378 -3.4708
H -2.3366 4.9318 -2.3382
H -0.6729 4.4856 -1.8880
H -4.4586 2.6814 -2.7322
H -4.4126 1.6347 -1.2818
H -4.4266 3.3766 -1.0771
H -0.9304 3.2523 0.3042
H -2.5339 2.6135 0.7339
H -1.2093 1.5266 0.3963
H 0.1856 1.9761 -2.7414
H -0.4365 1.1687 -4.1594
H -0.1029 -0.9789 -3.3421
H 1.3119 -0.0607 -2.8088
H -1.0018 -0.1766 -0.9303
H 1.9287 -0.8007 -0.4963
H 1.2886 0.8398 -0.2686
H 0.4053 0.2821 1.7841
H 1.4802 -1.1095 1.6986
H -1.4517 -0.8994 0.9241
H -1.7602 -2.3623 2.6174
H -0.8835 -1.1368 3.1832
C -5.9020 -0.7644 -3.4976
C -6.8549 0.2542 -4.0775
O -7.6726 0.8433 -3.3925
N -6.7657 0.4978 -5.4145
C -5.8620 -0.0994 -6.3779
H -6.0904 -0.8463 -2.4321
H -6.0505 -1.7428 -3.9557
H -4.8675 -0.4516 -3.6485
H -7.4258 1.1849 -5.7417
H -5.2450 0.6687 -6.8478
H -6.4245 -0.6130 -7.1598
H -5.2095 -0.8173 -5.8935
C 2.4896 -0.2424 6.0073
C 1.5914 -0.9978 5.0634
O 0.4334 -0.6773 4.8385
N 2.1044 -2.0843 4.4313
C 3.4355 -2.6480 4.5401
H 1.9315 0.5897 6.4253
H 2.8244 -0.8863 6.8215
H 3.3553 0.1460 5.4683
H 1.4380 -2.5338 3.8168
H 3.9083 -2.6471 3.5555
H 3.3687 -3.6791 4.8921
H 4.0527 -2.0782 5.2268
C 6.7556 -1.1736 3.5603
C 5.9636 0.0732 3.2447
O 5.3656 0.6962 4.1084
N 5.9367 0.4868 1.9517
C 6.5788 -0.1172 0.7994
H 6.6791 -1.3737 4.6244
H 6.3580 -2.0281 3.0114
H 7.8075 -1.0405 3.3065
H 5.3929 1.3234 1.8101
H 7.2743 0.5872 0.3406
H 5.8334 -0.3992 0.0542
H 7.1285 -1.0053 1.0912
*
```